C4H6FNOS | wB97M-V/def2-TZVPD

As for the multiplicity: 1. Its HOMO-LUMO gap is 10.185 eV. As for the energy above the lowest of the compared OMol25 structures with the same formula, charge and spin: 4.736 eV. As for the SMILES: O/N=C\[C@@H](S)/C=C\F.

Geometry as XYZ:
```
14
Properties=species:S:1:pos:R:3:nbo_charge:R:1
C -0.48352 1.09515 -0.37328 0.061
C 0.18720 0.14879 0.63625 -0.390
C 1.05472 -0.69493 -0.29985 -0.278
C 0.46684 -1.36341 -1.22380 0.230
H 1.72193 2.90436 -1.27591 0.493
H -1.56331 0.82690 -0.57062 0.212
H 0.82857 0.74713 1.13929 0.244
H -1.82927 -1.24727 1.03059 0.145
H 2.17702 -0.72829 -0.06525 0.258
H 1.05424 -2.05530 -1.96592 0.182
N 0.06093 2.12238 -1.01145 -0.139
O 1.46113 2.20298 -0.46972 -0.624
F -0.85914 -1.70671 -1.17944 -0.350
S -0.88275 -0.79258 1.92030 -0.045
```

=====

C34H38CaN6O6P2 | wB97M-V/def2-TZVPD

As for the multiplicity: 1. Its HOMO-LUMO gap (spin up / spin down) is 2.763 / 2.544 eV. As for the energy above the lowest of the compared OMol25 structures with the same formula, charge and spin: 5.166 eV.

Geometry as XYZ:
```
87
Properties=species:S:1:pos:R:3:lowdin_charge:R:1
Ca -0.99493 2.04848 -2.45010 1.146
C -1.90375 2.17647 -4.54995 -0.282
C -1.91770 0.84235 -4.30285 -0.280
C -0.89735 -0.17986 -4.76349 -0.211
C 0.59575 0.26237 -4.71888 -0.228
C 0.96499 1.13827 -3.55549 -0.331
C 1.05922 2.49254 -3.52151 -0.344
C 0.31499 3.48865 -4.37069 -0.258
C -0.80954 2.93616 -5.28352 -0.197
C 2.27883 0.63187 1.50377 -0.149
H -2.71705 2.82471 -4.14755 0.109
H -2.83445 0.36041 -3.92499 0.097
H -1.14244 -0.49390 -5.79551 0.107
H -0.96283 -1.10492 -4.15635 0.092
H 1.22783 -0.64688 -4.62846 0.097
H 0.90551 0.67031 -5.70152 0.103
H 1.55018 0.58934 -2.80360 0.043
H 1.76495 2.92500 -2.80438 0.074
H 1.04646 4.03408 -4.98558 0.109
H -0.08882 4.29264 -3.70510 0.096
H -1.28394 3.80878 -5.77474 0.114
H -0.36332 2.33781 -6.08855 0.108
H 1.56754 1.41000 1.20715 0.058
H 3.27061 1.05289 1.78009 0.086
H 1.86402 0.09662 2.37732 0.063
P 2.36768 -0.57190 0.16282 1.049
P -1.36921 -1.62421 0.93419 1.135
N 3.38767 0.36786 -0.93682 -0.181
N 3.35098 -1.82414 0.69219 -0.203
N -2.24323 -0.28733 0.12014 -0.213
N -2.79001 -2.66133 0.54863 -0.269
C 0.98578 -1.18169 -0.85408 -0.290
C -0.16362 -2.14129 -0.41652 -0.333
C 3.37584 1.75986 -1.04451 -0.150
C 4.29820 2.14905 -2.00677 -0.074
C 4.87564 0.95845 -2.55861 -0.058
C 4.26766 -0.11531 -1.91485 -0.114
C 4.40964 -1.70472 1.61826 -0.083
C 5.16434 -2.86962 1.55116 -0.055
C 4.54556 -3.72912 0.59036 -0.072
C 3.43870 -3.09317 0.09516 -0.119
C -3.04330 0.59732 0.83187 -0.120
C -3.56623 1.53401 -0.03397 -0.071
C -3.22680 1.12510 -1.34935 -0.184
C -2.30668 0.06984 -1.21375 -0.257
C -3.51233 -2.81296 -0.64713 -0.143
C -4.78876 -3.29775 -0.34843 -0.086
C -4.85397 -3.45436 1.07643 -0.103
C -3.62408 -3.07344 1.60235 -0.162
H 1.46095 -1.68584 -1.71654 0.098
H 0.50931 -0.27552 -1.28625 0.041
H -0.76307 -2.40664 -1.30564 0.068
H 0.25172 -3.10194 -0.06015 0.073
H 2.72965 2.35841 -0.42566 0.104
H 4.53586 3.16307 -2.27411 0.101
H 5.65829 0.92796 -3.29789 0.098
H 4.37213 -1.16756 -2.07830 0.100
H 4.48915 -0.84092 2.25743 0.105
H 6.06737 -3.06397 2.10182 0.102
H 4.91725 -4.71098 0.29344 0.111
H 2.65036 -3.41748 -0.58187 0.108
H -3.18413 0.44986 1.88626 0.120
H -4.15392 2.40446 0.23333 0.106
H -3.74039 1.40493 -2.29325 0.108
H -1.93736 -0.61093 -1.98679 0.083
H -3.06684 -2.61362 -1.60983 0.089
H -5.58329 -3.47284 -1.04891 0.085
H -5.71120 -3.76966 1.64245 0.084
H -3.25688 -3.05202 2.62270 0.092
O -0.41328 0.33673 1.82597 -0.271
C -0.82770 1.31064 2.57771 -0.636
O -1.17247 2.43839 2.21624 0.024
C -0.88841 0.98549 4.06788 -0.079
C -1.55184 1.84251 4.96164 0.102
C -1.64627 1.48125 6.32673 -0.124
C -1.07896 0.30270 6.81826 0.097
C -0.38791 -0.52356 5.92616 -0.127
C -0.31285 -0.20294 4.55628 0.077
N 0.24217 -1.72851 6.38437 -0.318
O 0.17584 -2.00332 7.59940 0.071
O 0.82620 -2.45232 5.54778 0.052
N -2.36964 2.32598 7.23032 -0.320
O -2.87730 3.37595 6.79202 0.072
O -2.46107 1.96004 8.42176 0.063
H -1.99159 2.77392 4.60281 0.134
H -1.16329 0.03830 7.86648 0.132
H 0.17915 -0.89336 3.87165 0.110
```

=====

CH3ClN2O2 | wB97M-V/def2-TZVPD

As for the multiplicity: 1. Its HOMO-LUMO gap is 10.055 eV. As for the energy above the lowest of the compared OMol25 structures with the same formula, charge and spin: 3.386 eV. As for the SMILES: C/N=[N+](\[O-])OCl.

Geometry as XYZ:
```
9
Properties=species:S:1:pos:R:3:nbo_charge:R:1
C 0.25008 0.29577 -0.13015 -0.468
N 1.56278 0.00202 0.36075 -0.204
N 2.46850 0.06026 -0.46440 0.537
O 2.49001 0.37940 -1.62378 -0.420
O 3.67809 -0.35184 0.13716 -0.356
Cl 4.88824 0.82392 -0.05267 0.257
H -0.45413 0.10512 0.67320 0.218
H 0.19105 1.34324 -0.43425 0.219
H 0.00906 -0.31271 -1.00358 0.217
```